The molecule C5H14N2 in a non-equilibrium geometry. Source: OMol25; level of theory: ωB97M-V/def2-TZVPD.

Geometry as ORCA input:
```
! RIJCOSX wB97M-V def2-TZVPD def2/J DEFGRID3
* xyz 0 1
C 2.001 2.090 0.004
N 0.654 1.568 -0.286
C 0.286 0.172 -0.232
C -1.199 0.033 0.048
C -1.604 -1.311 0.525
N -1.524 -1.476 1.962
C 0.804 -0.686 -1.376
H 2.199 1.838 1.015
H 1.984 3.123 -0.250
H 2.813 1.705 -0.600
H 0.203 1.939 -1.157
H 0.745 -0.341 0.649
H -1.764 0.364 -0.817
H -1.482 0.817 0.743
H -0.983 -1.966 -0.100
H -2.673 -1.734 0.180
H -2.210 -1.076 2.456
H -1.077 -2.383 2.397
H 1.851 -0.319 -1.400
H 0.588 -1.824 -1.288
H 0.389 -0.532 -2.472
*
```

Output
- Kohn-Sham gap: 9.6 eV
- E_LUMO: 1.142 eV
- Relative energy (zero: lowest compared OMol25 entry of this formula, charge and spin): 52.1 kcal/mol
- Max |F|: 0.134 hartree/bohr
- Energy: -308.34009 a.u.
- SMILES string: CN[C@H](C)CCN

=====

The molecule C5H14N2 in a non-equilibrium geometry. Source: OMol25; level of theory: ωB97M-V/def2-TZVPD.

Geometry as ORCA input:
```
! RIJCOSX wB97M-V def2-TZVPD def2/J DEFGRID3
* xyz 0 1
N -1.465 -0.434 -1.342
C -0.546 -0.457 -0.196
C -0.303 0.970 0.539
C 0.803 1.825 -0.301
C 2.207 1.329 -0.112
C -1.221 -1.402 0.847
N -0.848 -2.836 0.623
H -0.879 -0.105 -2.109
H -2.145 0.321 -1.201
H 0.381 -0.943 -0.536
H 0.424 0.749 1.330
H -1.262 1.334 0.923
H 0.455 1.535 -1.298
H 0.549 2.877 -0.192
H 2.642 1.432 0.881
H 2.985 1.893 -0.674
H 2.266 0.312 -0.487
H -2.300 -1.299 0.668
H -1.067 -1.231 1.935
H 0.046 -2.959 1.081
H -0.723 -2.910 -0.380
*
```

Output
- Kohn-Sham gap: 9.9 eV
- E_LUMO: 1.013 eV
- Relative energy (zero: lowest compared OMol25 entry of this formula, charge and spin): 35.2 kcal/mol
- Max |F|: 0.077 hartree/bohr
- Energy: -308.36703 a.u.
- SMILES string: CCC[C@H](N)CN

=====

A cluster of 2 separate species, C5H14N2 in total in a non-equilibrium geometry. Source: OMol25; level of theory: ωB97M-V/def2-TZVPD.

Geometry as ORCA input:
```
! RIJCOSX wB97M-V def2-TZVPD def2/J DEFGRID3
* xyz 0 1
C 0.276 -0.958 -0.069
C -0.413 -1.702 -1.201
C 0.161 -1.690 1.270
H 1.336 -0.856 -0.313
H -0.874 0.119 0.345
H 0.018 -2.693 -1.397
H -0.352 -1.115 -2.125
H -1.478 -1.863 -0.981
H 0.577 -2.708 1.233
H 0.712 -1.175 2.064
H -0.883 -1.801 1.594
C 1.127 1.824 0.698
C 0.220 1.405 -0.419
N -1.237 1.216 0.109
N 0.469 1.660 -1.643
H -1.531 1.848 0.856
H -1.913 1.204 -0.649
H -0.304 1.474 -2.276
H 1.065 2.911 0.832
H 0.874 1.338 1.640
H 2.150 1.562 0.434
*
```

Output
- Kohn-Sham gap: 7.3 eV
- E_LUMO: 0.586 eV
- Relative energy (zero: lowest compared OMol25 entry of this formula, charge and spin): 92.7 kcal/mol
- Max |F|: 0.029 hartree/bohr
- Energy: -308.27536 a.u.

=====

The molecule C5H14N2 in a non-equilibrium geometry. Source: OMol25; level of theory: ωB97M-V/def2-TZVPD.

Geometry as ORCA input:
```
! RIJCOSX wB97M-V def2-TZVPD def2/J DEFGRID3
* xyz 0 1
N -0.632 -0.811 2.405
C -0.532 -1.075 0.982
C 0.414 -2.222 0.617
C -0.193 0.239 0.271
N -0.011 0.013 -1.168
C 0.421 1.246 -1.957
C 0.291 2.586 -1.242
H -1.395 -1.273 2.876
H 0.234 -1.038 2.873
H -1.481 -1.327 0.519
H 0.047 -2.780 -0.254
H 1.418 -1.872 0.351
H 0.501 -3.012 1.367
H 0.660 0.698 0.785
H -1.032 0.902 0.468
H 0.806 -0.577 -1.154
H 1.449 1.047 -2.147
H -0.173 1.202 -2.862
H 0.330 2.476 -0.167
H -0.566 3.124 -1.548
H 1.185 3.184 -1.453
*
```

Output
- Kohn-Sham gap: 9.9 eV
- E_LUMO: 1.073 eV
- Relative energy (zero: lowest compared OMol25 entry of this formula, charge and spin): 28.4 kcal/mol
- Max |F|: 0.036 hartree/bohr
- Energy: -308.37782 a.u.
- SMILES string: CCNC[C@@H](C)N

=====

A cluster of 2 separate species, C5H14N2 in total in a non-equilibrium geometry. Source: OMol25; level of theory: ωB97M-V/def2-TZVPD.

Geometry as ORCA input:
```
! RIJCOSX wB97M-V def2-TZVPD def2/J DEFGRID3
* xyz 0 1
C -0.804 2.299 -0.595
C 1.206 -0.845 -1.134
N -0.517 0.893 -0.876
C 0.718 0.339 -0.345
C 1.513 0.982 0.534
H -0.548 0.740 -1.879
H 0.046 2.957 -0.795
H -1.060 2.379 0.460
H -1.609 2.635 -1.247
H 1.986 -1.368 -0.588
H 0.405 -1.568 -1.294
H 1.585 -0.525 -2.107
H 1.188 1.847 1.087
H 2.340 0.450 0.975
C -0.817 -2.227 1.234
N -1.012 -0.845 0.862
H -0.825 -0.255 1.662
H -1.576 -0.066 0.046
H -1.139 -2.898 0.431
H 0.258 -2.402 1.411
H -1.337 -2.522 2.157
*
```

Output
- Kohn-Sham gap: 8.3 eV
- E_LUMO: 0.984 eV
- Relative energy (zero: lowest compared OMol25 entry of this formula, charge and spin): 76.9 kcal/mol
- Max |F|: 0.098 hartree/bohr
- Energy: -308.30054 a.u.
- SMILES string: C=C(C)NC.CN

=====

The molecule C5H14N2 in a non-equilibrium geometry. Source: OMol25; level of theory: ωB97M-V/def2-TZVPD.

Geometry as ORCA input:
```
! RIJCOSX wB97M-V def2-TZVPD def2/J DEFGRID3
* xyz 0 1
N 0.713 -0.812 -1.213
C -0.068 0.062 -0.344
C 0.685 0.607 0.874
C 0.884 -0.409 1.993
C -0.324 -1.255 2.356
C -0.669 1.200 -1.203
N -1.265 0.792 -2.454
H 1.311 -1.398 -0.638
H 1.338 -0.195 -1.733
H -0.951 -0.486 -0.006
H 0.243 1.558 1.101
H 1.672 0.806 0.435
H 1.769 -1.010 1.742
H 1.263 0.116 2.878
H -1.174 -0.636 2.629
H -0.111 -1.796 3.288
H -0.513 -2.017 1.603
H 0.135 1.940 -1.323
H -1.457 1.688 -0.624
H -2.118 0.276 -2.307
H -0.601 0.235 -2.973
*
```

Output
- Kohn-Sham gap: 10.0 eV
- E_LUMO: 1.034 eV
- Relative energy (zero: lowest compared OMol25 entry of this formula, charge and spin): 13.9 kcal/mol
- Max |F|: 0.037 hartree/bohr
- Energy: -308.40084 a.u.
- SMILES string: CCC[C@H](N)CN